Entry 1:
The following is a DFT calculation (ωB97M-V/def2-TZVPD) of a cluster of 2 separate species, C33H54ClNO7PS2 in total.

Last column: Löwdin charge in e.
Geometry (Å):
C1 5.882 -1.047 0.497  0.02
C2 6.169 -2.124 1.511  -0.52
O1 6.703 -1.892 2.562  0.11
O2 5.750 -3.373 1.152  -0.02
C3 4.760 -3.908 2.053  -0.18
C4 3.403 -4.070 1.373  -0.18
C5 2.273 -4.112 2.410  -0.20
C6 1.501 -2.798 2.617  -0.21
C7 2.288 -1.497 2.427  -0.28
C8 1.448 -0.264 2.777  -0.29
P1 0.542 0.445 1.263  0.65
C9 -1.173 0.546 2.084  -0.27
O3 -1.960 -0.681 2.032  -0.10
C10 -3.304 -0.496 2.118  -0.24
C11 -3.817 0.416 3.011  0.01
C12 -5.165 0.644 3.134  -0.30
C13 -5.651 1.687 4.103  -0.05
C14 -6.013 -0.100 2.353  -0.07
C15 -5.512 -1.030 1.482  -0.05
C16 -4.163 -1.261 1.322  -0.11
C17 -3.709 -2.349 0.355  -0.33
C18 -4.756 -2.631 -0.740  -0.09
C19 -2.357 -2.087 -0.351  -0.05
O4 2.121 0.759 0.490  -0.29
C20 1.867 1.585 -0.601  -0.39
C21 3.067 2.026 -1.457  -0.11
C22 4.433 1.718 -0.830  -0.25
C23 5.284 2.988 -0.577  -0.54
S1 6.232 2.871 0.982  0.66
C24 0.687 0.932 -1.291  -0.42
C25 0.182 1.473 -2.607  -0.12
C26 -0.892 0.525 -3.184  -0.18
C27 -0.587 -0.052 -4.573  -0.21
C28 0.815 -0.614 -4.811  -0.28
S2 1.259 -2.027 -3.802  0.35
O5 0.155 -2.520 -3.054  -0.32
O6 2.496 -1.757 -3.148  -0.34
Cl1 1.678 -3.474 -5.232  0.33
O7 -0.282 0.846 -0.288  -0.29
H1 6.788 -0.649 0.053  0.09
H2 5.378 -0.253 1.042  0.07
H3 5.180 -1.402 -0.252  0.09
H4 4.695 -3.342 2.979  0.11
H5 5.095 -4.907 2.335  0.12
H6 3.434 -5.041 0.877  0.10
H7 3.251 -3.339 0.583  0.11
H8 2.667 -4.519 3.343  0.10
H9 1.552 -4.851 2.054  0.10
H10 1.151 -2.796 3.654  0.10
H11 0.594 -2.771 2.016  0.09
H12 2.695 -1.457 1.417  0.08
H13 3.151 -1.531 3.104  0.10
H14 0.747 -0.570 3.557  0.07
H15 2.113 0.484 3.216  0.07
H16 0.637 1.839 1.685  0.06
H17 0.420 -0.919 0.808  0.06
H18 -1.711 1.302 1.515  0.08
H19 -1.022 0.878 3.113  0.07
H20 -3.163 0.987 3.654  0.12
H21 -5.199 1.521 5.079  0.08
H22 -5.294 2.657 3.752  0.08
H23 -6.735 1.720 4.154  0.07
H24 -7.083 0.041 2.448  0.10
H25 -6.245 -1.593 0.927  0.09
H26 -3.646 -3.279 0.930  0.14
H27 -5.699 -3.002 -0.352  0.06
H28 -4.919 -1.706 -1.299  0.09
H29 -4.324 -3.332 -1.449  0.07
H30 -1.565 -2.619 0.168  0.07
H31 -2.386 -2.486 -1.363  0.06
H32 -2.125 -1.031 -0.355  0.06
H33 1.421 2.533 -0.238  0.13
H34 2.998 3.107 -1.580  0.10
H35 2.984 1.624 -2.467  0.10
H36 4.336 1.190 0.109  0.05
H37 4.982 1.071 -1.513  0.10
H38 4.661 3.874 -0.530  0.05
H39 6.058 3.068 -1.334  0.06
H40 5.263 2.510 1.836  -0.14
H41 1.021 -0.109 -1.474  0.14
H42 -0.239 2.470 -2.457  0.12
H43 1.025 1.566 -3.291  0.09
H44 -1.008 -0.305 -2.492  0.09
H45 -1.857 1.028 -3.206  0.09
H46 -0.786 0.709 -5.329  0.12
H47 -1.288 -0.869 -4.749  0.11
H48 1.600 0.131 -4.736  0.09
H49 0.848 -0.977 -5.838  0.07
N1 -3.685 3.354 -3.022  0.05
C29 -3.879 4.610 -3.420  -0.17
C30 -4.009 5.682 -2.552  -0.09
C31 -3.935 5.437 -1.190  -0.09
C32 -3.736 4.138 -0.756  -0.06
C33 -3.616 3.136 -1.708  -0.14
H50 -3.931 4.758 -4.494  0.10
H51 -4.162 6.683 -2.935  0.09
H52 -4.032 6.247 -0.478  0.10
H53 -3.671 3.899 0.296  0.10
H54 -3.452 2.106 -1.408  0.11

Calculated values
Orbital gap (Eh): 0.2600
HOMO energy (Eh): -0.181
Multiplicity: 1
Charge: -1



Entry 2:
The following is a DFT calculation (ωB97M-V/def2-TZVPD) of a structure of composition C33H54NO8PS3Sb2Tl.

Last column: Löwdin charge in e.
Geometry (Å):
Tl1 -0.398 1.558 -0.348  0.76
C1 3.475 1.258 -0.786  -0.51
C2 3.506 2.738 -1.113  -0.47
S1 1.985 3.645 -0.657  0.82
C3 1.691 4.584 -2.229  -0.51
C4 1.577 3.790 -3.516  -0.50
S2 0.318 2.444 -3.452  0.84
C5 1.244 1.012 -4.103  -0.50
C6 2.439 0.517 -3.306  -0.47
S3 2.126 0.255 -1.505  0.84
H1 4.424 0.796 -1.072  0.08
H2 3.310 1.133 0.280  0.01
H3 4.316 3.203 -0.548  0.08
H4 3.680 2.912 -2.174  0.05
H5 0.752 5.096 -2.028  0.07
H6 2.483 5.330 -2.322  0.07
H7 1.271 4.461 -4.320  0.07
H8 2.523 3.333 -3.793  0.06
H9 0.480 0.234 -4.147  0.04
H10 1.557 1.269 -5.117  0.08
H11 2.722 -0.457 -3.708  0.07
H12 3.291 1.188 -3.397  0.06
C7 0.888 -2.895 1.057  -0.30
Sb1 -0.841 -1.655 1.468  1.35
C8 -0.442 -1.453 3.616  -0.31
C9 -2.161 -3.438 1.973  -0.31
C10 -1.618 -4.711 1.504  -0.32
C11 -0.749 -5.432 2.323  -0.08
C12 -0.172 -6.620 1.917  -0.11
C13 -0.460 -7.127 0.660  -0.11
C14 -1.332 -6.437 -0.159  -0.08
C15 -1.924 -5.240 0.235  -0.31
C16 -2.822 -4.566 -0.702  -0.34
Sb2 -1.742 -2.986 -1.855  1.45
C17 -3.496 -2.877 -3.163  -0.29
C18 -0.779 -4.536 -3.071  -0.32
H13 1.102 -3.554 1.894  0.00
H14 1.718 -2.225 0.876  -0.02
H15 0.692 -3.489 0.171  -0.02
H16 0.080 -2.325 4.002  0.00
H17 -1.371 -1.326 4.166  0.00
H18 0.168 -0.571 3.742  -0.05
H19 -3.130 -3.216 1.540  0.03
H20 -2.252 -3.426 3.055  0.04
H21 -0.534 -5.046 3.311  0.11
H22 0.502 -7.153 2.575  0.09
H23 -0.025 -8.060 0.327  0.09
H24 -1.569 -6.830 -1.140  0.10
H25 -3.655 -4.070 -0.212  0.05
H26 -3.204 -5.264 -1.441  0.05
H27 -3.956 -3.855 -3.267  -0.01
H28 -3.192 -2.507 -4.134  -0.01
H29 -4.215 -2.187 -2.736  0.00
H30 -1.500 -5.272 -3.407  -0.01
H31 -0.034 -5.024 -2.453  -0.02
H32 -0.292 -4.086 -3.928  -0.01
C19 4.240 0.668 3.036  -0.04
C20 3.156 0.491 4.098  -0.63
C21 3.560 1.224 5.386  -0.03
C22 2.956 -1.002 4.374  -0.03
O1 1.906 1.052 3.721  -0.18
P1 1.455 1.390 2.195  0.20
O2 2.305 2.469 1.621  -0.39
O3 1.269 0.146 1.382  -0.49
O4 -0.061 1.901 2.490  -0.27
C23 -0.438 3.047 3.250  -0.63
C24 -1.601 3.705 2.496  -0.04
C25 -0.892 2.556 4.629  -0.02
C26 0.694 4.060 3.397  -0.04
H33 5.208 0.384 3.446  0.09
H34 4.271 1.704 2.709  0.08
H35 4.023 0.037 2.176  0.08
H36 4.489 0.821 5.780  0.08
H37 2.780 1.113 6.136  0.08
H38 3.689 2.282 5.176  0.08
H39 3.891 -1.453 4.701  0.09
H40 2.616 -1.488 3.463  0.08
H41 2.202 -1.137 5.147  0.08
H42 -2.408 2.993 2.344  0.09
H43 -1.255 4.046 1.521  0.07
H44 -1.975 4.557 3.060  0.09
H45 -1.759 1.908 4.520  0.09
H46 -1.144 3.391 5.281  0.08
H47 -0.082 1.981 5.070  0.08
H48 1.030 4.384 2.418  0.07
H49 1.539 3.604 3.902  0.07
H50 0.349 4.919 3.969  0.09
O5 -1.231 -0.902 -3.806  -0.10
C27 -1.815 -0.092 -3.070  -0.75
O6 -1.795 -0.092 -1.817  -0.31
C28 -2.612 1.028 -3.718  -0.14
C29 -3.324 1.910 -2.908  -0.02
C30 -4.012 2.967 -3.459  0.02
C31 -3.985 3.144 -4.843  -0.17
C32 -3.270 2.273 -5.664  0.01
C33 -2.589 1.218 -5.097  -0.02
N1 -4.692 4.229 -5.430  -0.36
O7 -5.365 4.947 -4.699  0.06
O8 -4.602 4.394 -6.641  0.06
H51 -3.316 1.739 -1.841  0.11
H52 -4.568 3.668 -2.854  0.12
H53 -3.272 2.454 -6.729  0.11
H54 -2.024 0.522 -5.699  0.12

Calculated values
Orbital gap (Eh): 0.2222
HOMO energy (Eh): -0.172
Multiplicity: 1
Charge: -1



Entry 3:
The following is a DFT calculation (ωB97M-V/def2-TZVPD) of a structure of composition C33H55As3CrN3O2S.

Last column: Löwdin spin population.
Geometry (Å):
Cr1 0.756 0.597 0.528  3.82
C1 0.614 -2.783 1.249  0.01
C2 1.690 -2.070 1.999  0.02
C3 2.639 -2.850 2.700  0.00
C4 3.659 -2.242 3.358  0.01
C5 3.723 -0.831 3.391  0.00
C6 4.740 -0.145 4.090  0.01
C7 4.718 1.220 4.144  0.00
C8 3.680 1.938 3.527  0.01
C9 2.675 1.306 2.828  0.00
S1 1.343 2.210 2.141  -0.01
C10 2.712 -0.112 2.719  0.00
N1 1.741 -0.753 1.974  0.00
H1 1.015 -3.199 0.322  0.00
H2 -0.218 -2.119 1.039  0.01
H3 0.238 -3.615 1.846  0.00
H4 2.539 -3.927 2.686  0.00
H5 4.413 -2.820 3.880  0.00
H6 5.512 -0.716 4.590  0.00
H7 5.487 1.757 4.683  0.00
H8 3.648 3.017 3.616  0.00
C11 1.249 2.835 -3.365  0.00
C12 1.723 2.469 -1.983  0.01
O1 0.931 1.981 -1.164  0.03
N2 3.010 2.703 -1.719  0.00
C13 3.649 2.483 -0.431  0.00
C14 4.140 1.070 -0.236  0.01
C15 5.387 0.824 0.324  0.00
C16 5.794 -0.485 0.504  0.00
C17 4.946 -1.508 0.107  0.00
C18 3.719 -1.166 -0.431  0.01
N3 3.306 0.092 -0.594  0.02
H9 0.263 3.290 -3.289  0.00
H10 1.157 1.926 -3.961  0.00
H11 1.923 3.519 -3.876  0.00
H12 3.570 3.075 -2.466  0.00
H13 2.927 2.725 0.354  0.00
H14 4.480 3.182 -0.347  0.00
H15 6.024 1.650 0.612  0.00
H16 6.761 -0.705 0.938  0.00
H17 5.224 -2.547 0.213  0.00
H18 3.022 -1.939 -0.739  0.00
C19 -3.292 1.717 1.664  0.00
As1 -1.720 1.853 0.522  0.02
C20 -1.343 3.744 0.800  0.00
C21 -2.538 2.052 -1.253  0.00
C22 -2.801 0.793 -2.098  0.00
C23 -3.541 -0.243 -1.254  0.00
C24 -1.501 0.219 -2.671  0.00
As2 -0.242 -0.790 -1.547  0.01
C25 -1.117 -2.535 -1.567  0.00
C26 1.080 -1.120 -2.939  0.00
C27 -3.696 1.272 -3.265  0.00
As3 -4.280 0.241 -4.866  0.00
C28 -2.641 0.265 -5.956  0.00
C29 -4.216 -1.651 -4.342  0.00
H19 -4.035 2.453 1.357  0.00
H20 -2.986 1.924 2.689  0.00
H21 -3.722 0.719 1.622  0.00
H22 -2.217 4.342 0.539  0.00
H23 -0.497 4.035 0.181  0.00
H24 -1.084 3.910 1.844  0.00
H25 -1.878 2.730 -1.801  0.00
H26 -3.481 2.584 -1.095  0.00
H27 -2.948 -0.526 -0.378  0.00
H28 -3.757 -1.150 -1.816  0.00
H29 -4.488 0.165 -0.892  0.00
H30 -0.918 1.018 -3.134  0.00
H31 -1.747 -0.494 -3.458  0.00
H32 -1.603 -2.686 -2.531  0.00
H33 -1.860 -2.608 -0.775  0.00
H34 -0.373 -3.316 -1.425  0.00
H35 0.587 -1.286 -3.897  0.00
H36 1.663 -2.004 -2.684  0.00
H37 1.760 -0.273 -3.006  0.00
H38 -3.236 2.157 -3.721  0.00
H39 -4.634 1.628 -2.830  0.00
H40 -2.303 1.296 -6.065  0.00
H41 -2.896 -0.110 -6.946  0.00
H42 -1.829 -0.339 -5.556  0.00
H43 -5.006 -1.871 -3.625  0.00
H44 -3.256 -1.970 -3.937  0.00
H45 -4.416 -2.226 -5.246  0.00
C30 -4.233 -2.201 2.224  0.00
C31 -2.825 -2.692 2.510  0.00
O2 -1.889 -1.655 2.755  0.00
C32 -2.083 -0.995 4.002  0.00
C33 -0.784 -0.342 4.415  0.00
H46 -4.892 -3.048 2.032  0.00
H47 -4.247 -1.555 1.345  0.00
H48 -4.643 -1.646 3.068  0.00
H49 -2.438 -3.246 1.652  0.00
H50 -2.836 -3.380 3.365  0.00
H51 -2.408 -1.727 4.751  0.00
H52 -2.876 -0.245 3.911  0.00
H53 0.002 -1.090 4.524  0.00
H54 -0.909 0.170 5.370  0.00
H55 -0.463 0.392 3.675  0.00

Calculated values
Relative energy (zero: lowest compared OMol25 entry of this formula, charge and spin) (kcal/mol): 0.00
Orbital gap (alpha / beta) (Eh): 0.2696 / 0.2774
HOMO energy (alpha / beta) (Eh): -0.352 / -0.363
Multiplicity: 5
Charge: +1



Entry 4:
The following is a DFT calculation (ωB97M-V/def2-TZVPD) of a structure of composition C33H55BaN7O8.

Last column: Löwdin charge in e.
Geometry (Å):
Ba1 0.587 -1.517 -0.469  2.24
C1 -3.276 3.244 -3.541  -0.04
C2 -2.740 2.980 -2.130  -0.35
C3 -3.953 2.962 -1.166  -0.08
C4 -3.792 2.444 0.282  -0.48
C5 -4.586 3.305 1.263  -0.03
C6 -4.315 1.009 0.405  -0.02
N1 -2.344 2.389 0.685  0.09
C7 -1.613 3.590 1.135  -0.10
C8 -0.489 3.206 2.119  -0.14
N2 0.537 2.298 1.570  -0.10
C9 0.641 1.041 2.333  -0.09
C10 -0.466 0.011 2.070  -0.62
O1 -1.653 0.312 2.383  -0.04
O2 -0.125 -1.087 1.586  -0.36
C11 1.888 2.908 1.475  -0.32
C12 1.865 4.365 1.004  -0.05
C13 2.908 2.074 0.661  -0.08
C14 2.819 1.821 -0.868  -0.53
C15 3.438 2.995 -1.655  -0.04
C16 3.708 0.603 -1.158  -0.02
N3 1.458 1.453 -1.323  -0.01
C17 0.571 2.575 -1.634  -0.18
C18 -0.511 2.222 -2.655  -0.14
N4 -1.805 1.836 -2.062  -0.13
C19 -2.294 0.560 -2.618  -0.08
C20 -1.381 -0.566 -2.065  -0.73
O3 -0.258 -0.707 -2.580  -0.22
O4 -1.806 -1.223 -1.078  -0.21
H1 -3.861 4.164 -3.548  0.09
H2 -3.921 2.428 -3.867  0.08
H3 -2.467 3.352 -4.264  0.08
H4 -2.128 3.843 -1.847  0.14
H5 -4.760 2.391 -1.629  0.12
H6 -4.298 3.998 -1.130  0.12
H7 -5.650 3.178 1.065  0.10
H8 -4.358 4.368 1.174  0.08
H9 -4.393 2.981 2.288  0.10
H10 -5.330 0.947 0.010  0.10
H11 -4.327 0.711 1.453  0.09
H12 -3.681 0.297 -0.118  0.07
H13 -2.268 1.669 1.489  0.13
H14 -1.866 1.957 -0.134  0.14
H15 -2.300 4.250 1.661  0.12
H16 -1.213 4.135 0.279  0.11
H17 -0.965 2.751 2.991  0.13
H18 -0.042 4.141 2.458  0.11
H19 0.664 1.240 3.417  0.14
H20 1.564 0.542 2.070  0.08
H21 2.317 2.924 2.494  0.15
H22 1.296 4.495 0.084  0.07
H23 2.890 4.685 0.824  0.09
H24 1.456 5.039 1.756  0.07
H25 3.008 1.094 1.130  0.09
H26 3.873 2.562 0.825  0.13
H27 4.513 3.006 -1.471  0.09
H28 3.045 3.970 -1.371  0.06
H29 3.287 2.854 -2.728  0.09
H30 4.669 0.686 -0.650  0.11
H31 3.895 0.514 -2.231  0.10
H32 3.230 -0.316 -0.820  0.05
H33 1.576 0.917 -2.180  0.09
H34 1.136 3.414 -2.055  0.10
H35 0.123 2.909 -0.703  0.07
H36 -0.150 1.401 -3.271  0.12
H37 -0.653 3.084 -3.315  0.11
H38 -2.241 0.551 -3.714  0.13
H39 -3.322 0.386 -2.309  0.12
O5 7.719 -3.034 1.512  -0.02
C21 6.968 -2.071 1.343  -0.72
O6 7.176 -0.853 1.158  -0.04
C22 5.438 -2.322 1.300  -0.09
C23 4.592 -1.684 2.210  -0.01
C24 3.235 -1.697 1.993  -0.16
N5 2.658 -2.273 0.930  -0.07
C25 3.462 -2.954 0.093  -0.22
C26 4.833 -3.023 0.260  0.06
C27 2.701 -3.710 -0.980  -0.66
O7 3.005 -4.878 -1.222  0.03
O8 1.700 -3.080 -1.471  -0.41
H40 5.011 -1.171 3.066  0.12
H41 2.550 -1.240 2.704  0.10
H42 5.435 -3.604 -0.426  0.14
C28 -2.485 -5.497 -0.430  -0.05
C29 -1.659 -4.244 -0.815  -0.13
N6 -0.670 -3.966 0.217  -0.23
C30 -1.320 -3.767 1.505  -0.14
C31 -2.028 -5.074 1.945  -0.05
N7 -1.891 -6.060 0.825  -0.09
C32 -0.446 -6.388 0.601  -0.04
C33 0.291 -5.061 0.301  -0.13
H43 -2.451 -6.269 -1.197  0.13
H44 -3.527 -5.255 -0.224  0.13
H45 -2.299 -3.370 -0.919  0.11
H46 -1.133 -4.387 -1.759  0.14
H47 -2.022 -2.939 1.415  0.13
H48 -0.567 -3.469 2.231  0.13
H49 -3.089 -4.925 2.139  0.13
H50 -1.571 -5.512 2.831  0.13
H51 -2.387 -6.911 1.073  0.18
H52 -0.387 -7.085 -0.234  0.14
H53 -0.062 -6.882 1.493  0.14
H54 0.843 -5.135 -0.633  0.10
H55 1.018 -4.829 1.080  0.14

Calculated values
Relative energy (zero: lowest compared OMol25 entry of this formula, charge and spin) (kcal/mol): 55.41
Orbital gap (Eh): 0.2103
HOMO energy (Eh): -0.244
Multiplicity: 1



Result set for maximum force: 1.47; 1.74; 0.17; 3.99 eV/A, one per record in the order listed.